Molecular formula: C3H2CuFO3
Method: DFT, the ωB97M-V functional and the def2-TZVPD basis

Geometry as ORCA input:
```
! RIJCOSX wB97M-V def2-TZVPD def2/J DEFGRID3
* xyz 2 1
C -0.286 1.577 1.033
C -0.380 1.761 -0.429
O -0.173 0.432 -0.873
C 0.062 -0.381 0.116
O -0.038 0.375 1.343
O 0.320 -1.529 0.134
Cu 0.507 -3.667 -1.090
F -0.280 2.462 1.903
H 0.382 2.454 -0.821
H -1.438 2.105 -0.578
*
```

E_HOMO: -20.13 eV
energy relative to the best compared isomer or geometry (same formula, charge and spin): 0.000 eV
LUMO: -0.3679 Eh
E_tot: -56621.92509 eV